(1)
This record from the OMol25 dataset describes a cluster of 2 separate species, C4H11NO2 in total. The level of theory is wB97M-V/def2-TZVPD.

Structure (ORCA input):
```
! wB97M-V def2-TZVPD RIJCOSX def2/J DEFGRID3
* xyz 1 2
C -2.0578 -1.3105 1.4780
C -0.6420 -1.1285 0.8760
C -0.2117 0.3249 0.8706
C 1.1933 0.3873 0.3071
O 1.9598 1.1916 0.7036
N -0.4385 -1.6731 -0.4215
H -2.5419 -0.3464 1.6349
H -1.9951 -1.7997 2.4473
H -2.7408 -1.9471 0.9153
H 0.0179 -1.6641 1.5045
H -0.2655 0.7655 1.8345
H -0.8894 0.9742 0.3283
H 1.4976 -0.4380 -0.3906
H -0.3637 -2.6789 -0.5104
H -1.0799 -1.2800 -1.1097
H 1.3414 2.1025 -2.3383
H 0.3902 1.3303 -3.3094
O 0.5794 2.1769 -2.9002
*
```

The LUMO energy (alpha / beta) is -4.3 / -9.0 eV. The gap between HOMO and LUMO (alpha / beta) is 10.552 / 5.792 eV.

(2)
This record from the OMol25 dataset describes a cluster of 2 separate species, C4H11NO2S in total. The level of theory is wB97M-V/def2-TZVPD.

Structure (ORCA input):
```
! wB97M-V def2-TZVPD RIJCOSX def2/J DEFGRID3
* xyz 0 1
C -1.3327 -1.5678 -0.7649
N -0.5901 -0.7142 0.2383
C 0.6466 -0.0736 -0.2113
C 1.8319 -0.8008 0.3713
O 1.9368 -0.8673 1.5944
C 0.6590 1.3819 0.3510
S 2.1358 2.2406 -0.1587
H -0.7865 -2.5921 -0.7591
H -2.2731 -1.4736 -0.3792
H -1.4512 -1.1108 -1.6389
H -0.2714 -1.1556 1.1971
H 0.9404 -0.0322 -1.3349
H 2.4329 -1.4918 -0.2624
H -0.2458 1.8748 -0.1820
H 0.6874 1.5660 1.4790
H 3.0464 1.5912 0.5284
O -2.5194 1.2599 -0.3015
H -1.8693 0.5943 -0.1852
H -2.9776 1.3712 0.4184
*
```

As for the SMILES: CN[C@H](C=O)CS.O. The LUMO energy is 0.4 eV. The gap between HOMO and LUMO is 9.474 eV.

(3)
This record from the OMol25 dataset describes a cluster of 2 separate species, C4H11NO3 in total. The level of theory is wB97M-V/def2-TZVPD.

Structure (ORCA input):
```
! wB97M-V def2-TZVPD RIJCOSX def2/J DEFGRID3
* xyz -1 2
O 0.3775 1.5104 -1.8311
C -0.3096 0.9732 -0.8821
C -0.0196 -0.4649 -0.4849
C -0.5584 -0.7946 0.9150
C -1.8841 -1.5557 0.9910
O -1.7673 -2.6330 1.9759
N 1.4066 -0.7726 -0.5462
H -1.3574 1.3060 -0.7726
H -0.5627 -1.0967 -1.2102
H -0.5344 0.0596 1.5954
H 0.1238 -1.5169 1.3504
H -2.0571 -2.0875 0.0668
H -2.7692 -0.9919 1.2818
H -2.2334 -2.4049 2.7901
H 1.6726 -0.7180 -1.5199
H 1.9188 -0.0770 -0.0192
H 3.1839 4.4677 -1.2474
H 2.3413 3.2210 -1.5190
O 3.0286 3.5757 -0.9338
*
```

The LUMO energy (alpha / beta) is 3.5 / 3.4 eV. The gap between HOMO and LUMO (alpha / beta) is 3.692 / 6.857 eV.

(4)
This record from the OMol25 dataset describes a cluster of 2 separate species, C4H11NO3 in total. The level of theory is wB97M-V/def2-TZVPD.

Structure (ORCA input):
```
! wB97M-V def2-TZVPD RIJCOSX def2/J DEFGRID3
* xyz 0 1
N 0.2992 0.4432 -1.5804
C 0.3755 -0.0061 -0.1896
C 1.5836 -0.9585 -0.1476
O 1.3855 -2.1474 -0.8415
C 0.6090 1.1182 0.8562
C -0.5272 1.2772 1.8422
O -0.6558 0.3852 2.6642
H -0.6095 0.8621 -1.7658
H 0.9418 1.2144 -1.7602
H -0.5264 -0.5366 0.1007
H 1.8673 -1.1714 0.8821
H 2.4685 -0.4212 -0.5363
H 0.9162 -1.9987 -1.6451
H 1.5845 0.9660 1.3073
H 0.8490 2.0498 0.3163
H -1.1883 2.1399 1.9591
O -2.9634 -0.8634 -0.7545
H -3.5989 -1.5983 -0.8799
H -2.8107 -0.7543 0.1727
*
```

As for the SMILES: N[C@@H](CO)CC=O.O. The LUMO energy is 0.6 eV. The gap between HOMO and LUMO is 10.201 eV.

(5)
This record from the OMol25 dataset describes a cluster of 2 separate species, C4H11NO3 in total. The level of theory is wB97M-V/def2-TZVPD.

Structure (ORCA input):
```
! wB97M-V def2-TZVPD RIJCOSX def2/J DEFGRID3
* xyz 0 1
C 1.3519 1.5920 -0.6436
C 0.9755 0.5752 0.1695
C -1.6275 0.3016 -0.0820
C -0.0923 -1.5533 0.0805
H 1.4278 0.6155 -2.2460
H 0.5151 2.1957 -0.7853
H 2.0370 2.1180 0.1710
H 0.9087 1.0447 1.2267
H 1.6352 -0.3488 -0.0279
H -2.0830 1.3338 -0.3319
H -2.1546 -0.6345 -0.3641
H -2.1342 -0.6572 1.5357
H 0.9788 -1.8109 -0.1814
H -0.7878 -2.2862 -0.6331
H 1.1251 -2.9167 1.4856
N -0.2461 -0.2016 -0.3360
O 2.0743 1.1885 -1.9327
O -2.1389 0.3459 1.2435
O -0.3594 -1.8763 1.3587
*
```

The LUMO energy is -2.8 eV. The gap between HOMO and LUMO is 7.051 eV.

(6)
This record from the OMol25 dataset describes a cluster of 2 separate species, C4H11NO3 in total. The level of theory is wB97M-V/def2-TZVPD.

Structure (ORCA input):
```
! wB97M-V def2-TZVPD RIJCOSX def2/J DEFGRID3
* xyz 0 1
C -1.3052 -0.1749 1.3391
C 0.0231 0.5681 1.0476
C 1.1417 -0.4311 0.6394
O 2.0971 -0.3936 1.7430
N -0.1912 1.5865 0.0174
C -0.1675 1.3776 -1.3085
O -0.0588 0.3006 -1.8658
H -1.8320 0.2673 2.1481
H -1.1054 -1.2204 1.5740
H -1.9360 -0.2328 0.4546
H 0.3580 1.0220 1.9745
H 0.7336 -1.4310 0.6619
H 1.6646 -0.1287 -0.2576
H 2.9801 -0.5065 1.3776
H -0.4909 2.4940 0.3325
H -0.1109 2.3098 -1.8811
O -1.2259 -2.1718 -1.3977
H -2.0380 -1.9899 -1.8828
H -0.5828 -1.5725 -1.8070
*
```

As for the SMILES: C[C@@H](CO)NC=O.O. The LUMO energy is 0.7 eV. The gap between HOMO and LUMO is 10.669 eV.

(7)
This record from the OMol25 dataset describes a cluster of 2 separate species, C4H11NO3 in total. The level of theory is wB97M-V/def2-TZVPD.

Structure (ORCA input):
```
! wB97M-V def2-TZVPD RIJCOSX def2/J DEFGRID3
* xyz 1 2
C -0.0214 -1.2598 0.8410
N -0.0962 0.1180 0.2703
C -1.2863 0.8042 0.0641
O -2.2819 0.2003 0.7939
O -1.3849 1.6229 -0.8225
C 1.3541 -1.6179 1.5245
C 2.6895 -1.8328 0.7338
H -0.8775 -1.3193 1.5562
H -0.2091 -2.0543 0.1773
H 0.6397 0.1880 -0.4519
H -3.2112 0.7310 0.6462
H 1.3007 -2.6501 1.7584
H 1.4962 -0.9525 2.3090
H 2.9718 -0.9152 0.2965
H 3.5329 -2.0853 1.3232
H 2.4775 -2.4815 -0.1569
H 0.2530 2.1681 -3.6325
H 0.9787 2.7206 -2.5284
O 0.5300 1.8346 -2.7426
*
```

The LUMO energy (alpha / beta) is -3.3 / -9.0 eV. The gap between HOMO and LUMO (alpha / beta) is 11.461 / 5.705 eV.

(8)
This record from the OMol25 dataset describes a cluster of 2 separate species, C4H11NO3 in total. The level of theory is wB97M-V/def2-TZVPD.

Structure (ORCA input):
```
! wB97M-V def2-TZVPD RIJCOSX def2/J DEFGRID3
* xyz 1 2
C 1.1464 0.2094 -1.7163
C -0.0492 -0.6609 -1.2982
N -0.1771 -0.6839 0.1470
C 0.6950 -1.4964 0.9300
C 0.5298 -1.2674 2.4279
O -0.3203 -0.2612 2.6821
O 1.0926 -1.9313 3.2324
H 1.0692 0.5289 -2.7525
H 2.1031 -0.3264 -1.6933
H 1.1602 1.0879 -1.0806
H 0.0724 -1.6908 -1.6211
H -0.9824 -0.2306 -1.6739
H -0.3073 0.2570 0.5303
H 0.4526 -2.5363 0.6966
H 1.7196 -1.3324 0.6376
H -0.4039 -0.1380 3.6426
H -2.8539 3.9732 -5.0094
H -1.4768 4.3107 -4.7235
O -2.3428 4.7404 -4.7033
*
```

The LUMO energy (alpha / beta) is -3.2 / -8.3 eV. The gap between HOMO and LUMO (alpha / beta) is 10.394 / 5.383 eV.

Energy relative to the best compared isomer or geometry (same formula, charge and spin)? In order: 1.309; 3.292; 0.521; 2.212; 10.054; 1.392; 2.116; 0.698 eV.